# 1
89
Properties=species:S:1:pos:R:3:forces:R:3 method="wB97M-V/def2-TZVPD" spin_multiplicity=1 gap_ev=6.785 total_energy_ev=-240506.7314 charge=-1
Sb -2.670 0.679 -0.149 -0.969 -0.445 -0.272
Br -0.641 -2.237 -2.121 0.019 -0.125 0.077
Br -1.433 -2.672 0.964 0.143 -0.275 -0.323
S 2.090 -2.799 4.240 0.022 0.251 -0.135
S -1.660 0.386 2.910 -0.019 -0.715 0.022
Na 0.734 0.235 -0.141 -0.333 0.106 0.456
F 6.733 -3.810 -6.550 -0.258 0.102 0.010
F -4.789 2.735 -5.724 0.080 -0.014 0.073
F -7.155 4.108 2.617 0.137 -0.098 -0.027
F 7.747 -4.631 -4.851 -0.118 0.004 0.219
F 8.359 -2.731 -5.648 0.004 0.304 0.125
F -6.649 -4.219 0.140 0.059 0.165 0.013
N -0.142 1.886 -1.763 0.278 0.285 0.253
N -0.287 2.121 4.305 -0.110 0.283 0.225
N -0.516 2.420 0.847 0.130 -0.401 -0.615
N -0.529 2.706 2.132 0.520 1.724 0.504
N 1.566 -1.260 2.236 -0.419 0.167 -1.016
C -5.507 1.644 0.550 -0.061 -0.002 -0.035
C 0.079 1.644 -3.043 0.072 0.083 -0.303
C 4.482 -1.611 -2.678 0.359 -0.148 -0.327
C -0.814 3.344 -0.014 -0.110 0.025 1.351
C -3.861 2.868 1.766 0.111 0.049 0.033
C 2.947 1.580 4.125 0.070 0.041 -0.098
C 7.269 -3.463 -5.354 0.362 -0.366 -0.357
C 5.134 -3.463 -4.101 0.411 0.132 -0.174
C -3.389 1.470 -2.061 0.146 -0.214 0.472
C 5.663 -0.943 -3.049 -0.250 -0.040 0.125
C -6.168 3.368 2.045 0.028 0.026 -0.006
C 2.372 0.913 3.065 0.034 -0.109 -0.086
C -4.417 -1.731 -1.247 0.124 0.124 -0.035
C -4.303 2.336 -4.519 -0.007 -0.014 0.019
C -4.238 2.560 -2.158 -0.145 0.201 -0.006
C 3.284 0.911 5.303 0.029 -0.003 0.080
C -5.575 -2.385 1.183 -0.179 -0.225 0.034
C -2.956 0.867 -3.231 -0.048 -0.038 0.007
C 6.306 -2.788 -4.444 -0.024 0.050 0.042
C -0.849 3.728 -3.712 0.167 -0.197 -0.112
C -5.828 -3.138 0.052 0.049 0.044 -0.076
C 2.701 -0.542 -1.060 -0.166 0.178 0.033
C -6.513 2.384 1.139 -0.243 0.135 0.122
C -0.667 3.073 -1.411 0.127 -0.269 -1.196
C -4.718 -1.305 1.082 0.065 -0.033 -0.009
C 1.504 -2.468 2.630 0.260 -0.321 0.480
C -3.410 1.286 -4.469 -0.201 0.044 -0.311
C 2.478 -1.114 4.380 -0.168 -0.054 -0.263
C -1.063 4.008 -2.382 0.134 -0.267 0.354
C -4.171 1.873 0.856 0.318 -0.271 -0.167
C 4.243 -2.881 -3.233 -0.095 0.012 0.069
C -0.746 1.804 3.056 -0.442 -0.423 0.060
C 3.059 -0.443 5.442 0.001 0.066 0.061
C 3.542 -1.036 -1.799 0.018 0.089 0.047
C -4.128 -0.964 -0.130 0.414 0.324 -0.060
C 2.116 -0.448 3.186 0.531 -0.043 1.106
C -4.852 3.622 2.372 -0.290 0.161 0.064
C -1.301 -3.478 -0.794 -0.225 -0.091 0.135
C -4.716 2.999 -3.379 -0.018 0.031 -0.278
C -0.238 2.527 -4.060 -0.064 0.256 0.023
C -5.271 -2.822 -1.171 -0.160 -0.231 0.095
C 6.559 -1.523 -3.920 0.146 -0.362 -0.283
H -7.549 2.201 0.902 -0.142 0.043 0.005
H -0.005 3.077 4.458 0.058 -0.010 -0.102
H -2.831 3.064 2.019 0.118 0.043 0.100
H -3.088 0.807 -5.381 0.022 -0.012 -0.111
H -5.780 0.881 -0.171 0.005 0.070 0.042
H -0.618 -4.325 -0.746 -0.070 0.256 -0.005
H -5.406 3.827 -3.454 -0.030 0.096 -0.044
H -0.012 2.288 -5.088 -0.026 -0.063 -0.051
H 1.136 -3.283 2.042 -0.182 -0.170 -0.240
H -1.140 4.441 -4.471 -0.030 0.020 -0.070
H -1.183 4.325 0.290 0.096 -0.044 0.131
H 7.461 -1.002 -4.208 0.040 0.030 0.035
H -0.736 1.655 5.076 0.021 -0.023 -0.119
H 2.114 1.408 2.142 -0.014 0.195 -0.046
H -4.539 3.085 -1.262 -0.099 0.040 -0.026
H 3.331 -0.971 6.344 0.030 0.007 0.104
H -5.509 -3.413 -2.041 -0.040 -0.111 -0.088
H -6.047 -2.641 2.121 -0.010 -0.082 0.062
H 3.731 1.461 6.118 0.048 0.051 0.052
H -1.530 4.929 -2.074 -0.055 0.154 0.066
H -3.975 -1.475 -2.202 -0.018 -0.023 -0.093
H 4.946 -4.439 -4.528 -0.074 -0.063 0.038
H -2.299 -3.787 -1.098 0.144 0.105 0.074
H -4.614 4.394 3.087 0.010 0.098 0.079
H 5.863 0.040 -2.645 -0.058 0.016 0.051
H -4.499 -0.715 1.963 -0.035 0.014 0.105
H 0.553 0.698 -3.258 0.110 -0.197 -0.101
H 3.145 2.639 4.049 -0.017 0.063 -0.049
H -2.237 0.062 -3.177 0.030 -0.177 -0.074
H 3.334 -3.397 -2.965 -0.079 0.000 0.053

# 2
87
Properties=species:S:1:pos:R:3:forces:R:3 method="wB97M-V/def2-TZVPD" spin_multiplicity=1 gap_ev=5.840 total_energy_ev=-136695.8157 charge=-2
Sr -1.068 -0.338 -0.210 -3.358 -0.125 -2.115
Cl -6.143 -3.455 -2.206 0.037 0.076 0.090
Cl -6.882 -2.525 0.425 -0.365 0.195 0.280
Cl -4.913 -4.634 0.152 -0.159 0.209 -0.082
S -0.492 0.198 2.602 1.165 0.449 -0.421
S -0.252 -3.013 0.815 1.120 0.777 -0.383
P 1.058 0.773 1.282 -0.115 -0.060 -0.367
P 1.460 -1.852 0.439 0.385 0.396 -0.366
F -4.064 5.022 -1.155 -0.014 -0.002 -0.014
F -1.545 3.527 -4.770 0.008 -0.011 0.001
O -2.880 -3.747 -2.218 -0.014 0.006 -0.007
O 0.063 -0.613 -3.719 0.022 -0.007 0.031
N -3.628 -1.396 -0.594 -0.013 -0.055 0.301
N -1.537 -1.910 -2.686 0.180 -0.164 0.247
N -3.768 1.164 0.654 0.307 0.038 0.254
C -0.437 4.878 -0.294 0.017 -0.017 0.001
C 2.055 -2.269 3.162 0.012 -0.085 0.027
C -3.262 2.727 -1.097 -0.045 -0.011 -0.046
C 4.764 2.095 2.347 0.008 -0.009 -0.024
C 2.880 -2.215 4.280 -0.013 0.026 -0.002
C -1.965 -3.194 -2.823 -0.034 0.008 -0.093
C -4.487 -2.150 -0.586 0.026 0.054 -0.160
C -5.562 -3.129 -0.561 0.530 -0.611 -0.282
C 3.683 -4.403 -2.696 -0.013 0.020 0.033
C 1.462 -0.159 -0.200 -0.203 -0.990 2.980
C -4.346 0.784 1.783 -0.002 -0.031 0.035
C 3.684 1.582 1.644 0.069 -0.032 -0.007
C 4.223 -1.901 4.142 0.001 -0.011 -0.042
C 2.388 1.529 3.666 0.037 -0.154 -0.027
C 4.660 2.328 3.712 -0.036 -0.028 0.002
C 0.299 4.039 -1.115 -0.013 0.000 -0.014
C 3.469 2.046 4.368 0.036 0.005 0.028
C -0.556 -1.665 -3.594 0.033 0.028 0.047
C -0.278 -2.879 -4.491 -0.010 0.013 -0.017
C 3.482 -4.900 -1.412 0.008 0.000 -0.034
C -5.349 2.895 2.097 -0.016 0.010 0.042
C -3.939 2.411 0.197 -0.067 0.012 0.028
C -4.750 3.305 0.922 0.045 -0.001 -0.056
C 2.411 -2.837 -0.769 -0.246 -0.032 -0.336
C -0.731 4.490 1.009 -0.018 0.001 -0.003
C -3.383 3.966 -1.728 -0.037 -0.007 0.016
C 2.563 -1.990 1.900 -0.118 -0.078 0.177
C -1.161 -3.954 -3.890 0.010 0.010 0.017
C 2.494 1.285 2.302 -0.042 0.303 0.006
C -0.289 3.268 1.488 -0.011 0.081 -0.025
C -2.486 1.711 -1.712 0.505 0.095 0.180
C 3.916 -1.680 1.767 0.027 -0.014 -0.020
C 2.843 -4.124 -0.459 0.058 -0.010 0.068
C -1.918 2.016 -2.964 -0.053 0.022 -0.090
C 0.451 2.424 0.664 0.455 -0.412 0.064
C 0.742 2.811 -0.639 -0.031 0.034 -0.042
C -2.105 3.245 -3.552 -0.032 0.024 -0.020
C 4.744 -1.647 2.877 0.011 0.003 0.051
C 2.603 -2.347 -2.055 0.063 0.094 0.009
C -5.152 1.603 2.557 -0.016 -0.003 -0.054
C 3.241 -3.127 -3.013 0.020 -0.025 -0.003
C -2.827 4.260 -2.953 0.000 -0.032 -0.001
H -1.300 1.292 -3.488 0.009 -0.030 0.064
H 3.809 -5.903 -1.160 0.018 0.007 0.008
H -4.154 -0.242 2.090 0.033 0.010 0.001
H -1.850 -4.433 -4.587 0.002 0.001 -0.003
H 1.455 1.290 4.161 -0.004 0.028 0.007
H 3.754 1.390 0.579 -0.026 -0.025 0.003
H 2.242 -1.354 -2.301 -0.022 -0.010 0.016
H -0.599 -4.740 -3.380 0.008 0.005 -0.005
H 1.006 -2.524 3.251 -0.013 0.073 0.004
H 4.865 -1.847 5.014 0.001 -0.001 0.001
H 3.382 -2.734 -4.013 -0.010 0.001 -0.003
H -0.811 5.820 -0.678 -0.013 -0.004 -0.002
H 1.277 2.127 -1.288 0.008 -0.020 0.032
H -1.337 5.131 1.640 0.010 0.000 0.010
H -2.947 5.234 -3.407 -0.005 0.002 0.002
H 4.315 -1.443 0.787 -0.035 -0.001 -0.014
H 0.498 4.320 -2.142 -0.016 -0.006 -0.004
H 5.691 2.309 1.827 -0.001 0.010 0.001
H -0.541 -2.616 -5.518 -0.008 -0.008 0.000
H -0.543 2.939 2.488 -0.013 -0.011 -0.011
H 5.506 2.722 4.263 -0.006 0.017 0.002
H 5.793 -1.400 2.761 -0.003 0.015 -0.001
H -5.967 3.591 2.654 -0.002 0.001 -0.004
H 3.380 2.234 5.432 0.008 -0.029 0.006
H 2.463 -2.402 5.263 0.005 -0.024 -0.001
H -4.907 4.307 0.564 0.006 0.016 0.020
H 4.175 -5.013 -3.445 0.000 -0.001 -0.003
H 2.669 -4.521 0.535 -0.040 0.012 -0.003
H 0.789 -3.098 -4.466 0.000 -0.006 0.007
H -5.599 1.239 3.473 0.005 0.005 0.006

The records above give, respectively, relative energy (zero: lowest compared OMol25 entry of this formula, charge and spin) values of 0.0; 201.9 kJ/mol.